This record from the OMol25 dataset describes a structure of composition C27H49NP2Pt in a non-equilibrium geometry. The level of theory is ωB97M-V/def2-TZVPD.

XYZ file:
```
80
Properties=species:S:1:pos:R:3:lowdin_spin:R:1
P 0.76 -0.86 -3.02 0.0113
P 0.30 -2.32 -0.02 0.0170
C 1.60 -2.51 -2.51 0.0076
C 0.74 -3.36 -1.58 0.0006
H 2.58 -2.26 -2.06 0.0053
H 1.82 -3.11 -3.41 0.0006
H -0.23 -3.64 -2.03 0.0003
H 1.30 -4.26 -1.25 0.0001
C 1.24 -3.58 1.15 0.0190
H 1.27 -3.23 2.20 0.0007
H 2.30 -3.71 0.87 0.0042
H 0.80 -4.59 1.19 0.0021
C -1.38 -2.50 0.68 -0.0034
H -1.63 -3.48 1.09 -0.0001
H -2.10 -2.21 -0.17 -0.0014
H -1.37 -1.70 1.46 -0.0002
C 1.60 -1.03 -4.74 0.0007
H 1.12 -0.40 -5.50 0.0002
H 1.60 -2.07 -5.12 -0.0003
H 2.65 -0.72 -4.69 0.0007
C -0.93 -1.26 -3.52 0.0086
H -1.43 -1.47 -2.51 0.0008
H -1.08 -2.02 -4.29 0.0011
H -1.30 -0.30 -3.90 0.0003
Pt -1.34 -0.55 -0.86 0.0483
C 3.65 -1.31 1.02 0.7095
C 4.47 -1.84 0.08 0.6582
C 5.75 -1.05 0.04 0.1482
C 5.66 0.08 -1.00 0.1017
C 4.60 -0.18 -2.05 0.3857
C 3.43 0.52 -1.97 0.4602
C 2.48 0.12 -0.80 0.0870
C 2.98 0.03 0.62 0.1273
C -2.41 0.65 -2.06 -0.0101
H 3.40 -1.69 2.00 0.0493
H 4.30 -2.77 -0.48 0.0431
H 6.74 -1.50 0.15 0.0154
H 5.64 -0.54 1.01 0.0149
H 5.36 0.97 -0.42 0.0046
H 6.54 0.20 -1.62 0.0113
H 4.73 -0.91 -2.86 0.0290
H 2.89 1.16 -2.72 0.0301
H 2.05 -0.92 -0.88 0.0180
H 1.60 0.77 -0.86 0.0057
H 3.72 0.81 0.68 0.0217
H 2.19 0.20 1.34 0.0076
H -3.24 0.13 -2.56 -0.0009
H -1.57 0.95 -2.70 -0.0019
H -2.73 1.49 -1.46 0.0003
C -6.28 2.37 1.65 0.0013
C -5.00 1.73 2.08 0.0032
C -4.65 1.58 3.43 0.0033
C -3.45 0.97 3.81 0.0028
C -3.02 0.76 5.24 0.0011
C -2.57 0.59 2.82 0.0224
C -2.77 0.91 1.46 0.0559
C -4.09 1.34 1.09 0.0268
N -1.65 1.04 0.57 0.6785
C -0.95 2.28 0.61 0.0645
C -1.88 3.47 0.86 0.0216
C 0.01 2.21 1.80 0.0597
C -0.07 2.75 -0.58 0.0061
H -7.16 1.80 1.95 -0.0001
H -6.43 3.38 2.02 0.0003
H -6.32 2.41 0.56 0.0000
H -5.38 1.78 4.21 0.0001
H -2.83 1.71 5.77 0.0003
H -3.73 0.18 5.84 -0.0001
H -2.08 0.18 5.25 0.0000
H -1.60 0.13 3.11 0.0002
H -4.30 1.54 0.04 -0.0003
H -2.41 3.33 1.82 0.0002
H -1.26 4.38 0.90 0.0019
H -2.62 3.59 0.06 -0.0001
H 0.74 1.40 1.70 0.0009
H 0.57 3.16 1.84 0.0075
H -0.57 2.05 2.72 0.0003
H 0.64 3.54 -0.20 -0.0002
H 0.61 1.98 -0.98 0.0005
H -0.63 3.22 -1.43 0.0012
```

Properties
2S+1   5
Charge   +2

=====

This record from the OMol25 dataset describes a structure of composition C28H42AsCaF6O21 in a non-equilibrium geometry. The level of theory is ωB97M-V/def2-TZVPD.

XYZ file:
```
99
Properties=species:S:1:pos:R:3:mulliken_charge:R:1
Ca -3.23 1.76 1.01 1.6440
As 0.52 0.67 0.22 1.9969
F 0.25 -0.97 0.61 -0.5644
F -0.35 0.44 -1.25 -0.4850
F 0.69 2.36 -0.09 -0.5393
F 1.28 0.90 1.74 -0.4726
F 2.02 0.29 -0.50 -0.4621
F -1.11 1.08 0.94 -0.2058
C -0.98 -3.93 0.66 -0.7481
C -2.28 -4.43 1.27 0.3030
C -2.21 -5.34 2.49 -0.2098
O -3.19 -4.70 3.37 -0.3866
C -3.59 -3.53 2.90 0.6091
O -4.15 -2.70 3.55 -0.5825
O -3.10 -3.31 1.66 -0.2620
H -1.25 -3.40 -0.25 0.1386
H -0.38 -4.80 0.39 0.4939
H -0.42 -3.33 1.37 0.1029
H -2.83 -4.89 0.44 0.0950
H -1.28 -5.31 3.05 0.1302
H -2.65 -6.32 2.31 0.3285
C 0.73 2.78 4.49 -1.3917
C -0.13 3.96 4.83 0.5448
C 0.53 5.34 4.55 -0.3945
O -0.48 6.09 3.91 -0.3434
C -1.41 5.26 3.39 0.7115
O -2.28 5.58 2.64 -0.5794
O -1.20 4.03 3.87 -0.3570
H 1.52 2.75 5.25 0.4360
H 1.27 2.89 3.55 0.2552
H 0.25 1.80 4.51 0.3247
H -0.48 3.96 5.86 0.2619
H 1.43 5.23 3.94 0.2101
H 0.88 5.86 5.45 0.3589
C 0.02 0.93 -4.17 -0.6774
C -1.15 1.51 -4.98 0.6215
C -1.39 3.03 -4.73 -0.2735
O -1.58 3.52 -6.05 -0.3871
C -1.10 2.65 -6.96 0.5275
O -0.88 2.91 -8.09 -0.4805
O -0.82 1.46 -6.36 -0.4392
H -0.38 0.14 -3.54 -0.0136
H 0.38 1.65 -3.44 -0.0012
H 0.88 0.58 -4.73 0.4112
H -2.06 0.95 -4.74 0.1327
H -0.42 3.42 -4.39 0.2551
H -2.22 3.19 -4.06 0.2987
C 1.60 -3.08 -1.37 -0.5597
C 2.44 -3.07 -2.64 0.4244
C 3.54 -1.99 -2.71 -0.2836
O 4.77 -2.71 -2.70 -0.3859
C 4.55 -4.04 -2.58 0.6342
O 5.39 -4.87 -2.47 -0.5115
O 3.22 -4.29 -2.54 -0.4450
H 2.32 -2.81 -0.61 0.0886
H 1.04 -3.99 -1.18 0.2938
H 0.81 -2.33 -1.47 -0.1067
H 1.87 -3.12 -3.56 0.4310
H 3.49 -1.30 -1.87 0.1607
H 3.52 -1.44 -3.65 0.2042
C -4.20 -2.33 -3.64 -1.3723
C -5.01 -2.29 -2.38 0.5029
C -4.37 -3.11 -1.27 -0.6677
O -3.26 -2.26 -0.94 -0.0210
C -3.73 -1.03 -1.03 0.1731
O -3.29 -0.09 -0.39 -0.4359
O -4.81 -0.95 -1.79 -0.3363
H -3.12 -2.30 -3.45 0.2491
H -4.34 -1.47 -4.30 0.3803
H -4.26 -3.24 -4.24 0.4119
H -6.06 -2.49 -2.56 0.4188
H -4.02 -4.09 -1.57 0.4435
H -5.01 -3.33 -0.41 0.2442
C 3.67 -1.58 3.22 -0.9036
C 2.83 -2.40 4.18 0.3365
C 1.31 -2.18 4.04 0.4018
O 0.80 -3.49 4.29 -0.3781
C 1.76 -4.41 4.08 0.6680
O 1.63 -5.58 4.18 -0.5343
O 2.95 -3.78 3.85 -0.3613
H 4.71 -1.87 3.21 0.3789
H 3.44 -0.52 3.32 0.3147
H 3.30 -1.94 2.25 -0.0010
H 3.05 -2.17 5.23 0.2530
H 1.10 -1.77 3.05 -0.3131
H 0.79 -1.54 4.76 0.1918
C 1.51 4.62 -2.01 -1.2909
C 1.62 5.80 -1.06 0.4562
C 1.10 5.41 0.33 0.2596
O 2.17 5.65 1.24 -0.2781
C 3.31 5.84 0.51 0.5327
O 4.41 5.85 0.96 -0.5153
O 3.01 6.03 -0.79 -0.3969
H 0.56 4.08 -2.01 0.1890
H 2.29 3.87 -1.85 0.3435
H 1.67 4.85 -3.07 0.4787
H 1.16 6.67 -1.51 0.3380
H 0.73 4.39 0.40 -0.3368
H 0.36 6.16 0.62 0.2967
```

Properties
Charge   +1

=====

This record from the OMol25 dataset describes a structure of composition C42H46ClN8O10P2SeTi in a non-equilibrium geometry. The level of theory is ωB97M-V/def2-TZVPD.

XYZ file:
```
111
Properties=species:S:1:pos:R:3:lowdin_spin:R:1
Ti 1.02 0.52 0.22 0.9103
O 1.40 3.20 5.99 0.0000
C 0.81 2.20 6.64 0.0000
O 0.85 2.07 7.85 0.0000
C 0.08 1.08 5.78 0.0000
C -0.79 0.04 6.28 0.0000
Cl -1.46 0.01 7.84 0.0000
N -1.15 -0.84 5.30 0.0000
N -0.66 -0.35 4.12 -0.0001
C 0.07 0.76 4.41 -0.0003
C 0.64 1.48 3.25 -0.0010
O 0.96 2.67 3.41 -0.0012
O 0.67 0.83 2.06 -0.0090
C -1.87 -2.05 5.31 0.0000
C -1.70 -2.98 6.41 0.0000
C -2.40 -4.18 6.39 0.0000
C -3.08 -4.56 5.24 0.0000
C -3.29 -3.68 4.21 0.0000
C -2.59 -2.49 4.20 0.0000
H 1.43 3.05 4.99 0.0000
H -0.95 -2.76 7.22 0.0000
H -2.42 -4.78 7.36 0.0000
H -3.61 -5.52 5.22 0.0000
H -3.92 -3.98 3.35 0.0000
H -2.50 -1.83 3.33 0.0000
C -2.21 4.16 -0.70 0.0002
C -3.03 3.48 -1.74 0.0000
C -3.33 4.31 -2.98 0.0000
O -2.13 2.29 -2.20 0.0012
P -1.94 0.97 -1.33 0.0038
O -0.98 1.01 -0.12 0.0246
C -1.40 -0.36 -2.48 0.0000
P 0.32 -0.59 -2.84 -0.0002
O 1.14 -0.38 -1.56 -0.0005
O 0.57 -2.10 -3.26 -0.0001
C -0.26 -3.00 -4.28 0.0000
C 0.45 -2.84 -5.63 0.0000
C -0.18 -4.36 -3.66 0.0000
O 0.64 0.49 -3.89 -0.0001
C 1.41 0.62 -5.13 0.0000
C 2.66 1.37 -4.83 0.0000
C 0.60 1.48 -6.07 0.0000
O -3.38 0.53 -0.73 0.0006
C -3.84 0.36 0.69 0.0000
C -4.96 -0.72 0.66 0.0000
C -4.34 1.71 1.16 0.0000
H -2.69 5.00 -0.13 0.0000
H -1.33 4.62 -1.19 0.0000
H -1.81 3.46 0.02 0.0001
H -3.90 3.01 -1.42 0.0000
H -2.39 4.75 -3.43 0.0000
H -4.07 5.10 -2.75 0.0000
H -3.75 3.61 -3.70 0.0000
H -1.98 -0.13 -3.41 0.0000
H -1.92 -1.26 -2.02 0.0000
H -1.25 -2.56 -4.30 0.0000
H 1.50 -2.53 -5.45 0.0000
H -0.02 -2.02 -6.20 0.0000
H 0.51 -3.72 -6.26 0.0000
H 0.84 -4.49 -3.20 0.0000
H -0.27 -5.22 -4.36 0.0000
H -0.90 -4.46 -2.79 0.0000
H 1.59 -0.34 -5.51 0.0000
H 2.36 2.27 -4.27 0.0000
H 3.14 1.63 -5.80 0.0000
H 3.48 0.80 -4.36 0.0000
H 0.62 2.52 -5.55 0.0000
H -0.43 1.13 -6.08 0.0000
H 1.02 1.46 -7.10 0.0000
H -2.91 0.08 1.20 0.0000
H -5.79 -0.35 0.01 0.0000
H -5.37 -0.86 1.64 0.0000
H -4.64 -1.71 0.34 0.0000
H -4.90 2.19 0.28 0.0000
H -3.48 2.25 1.48 0.0000
H -5.00 1.52 2.00 0.0000
Se 5.17 -5.80 0.36 0.0008
N 5.59 -4.06 0.42 -0.0002
C 4.50 -3.39 0.57 0.0002
C 4.42 -1.93 0.69 0.0009
C 5.53 -1.13 0.77 0.0010
C 5.37 0.26 0.78 0.0000
C 4.08 0.77 0.68 0.0036
N 2.97 0.00 0.71 0.0070
C 3.11 -1.39 0.62 0.0043
C 1.88 -2.16 0.72 0.0017
N 0.70 -1.51 0.91 0.0060
C -0.44 -2.19 1.13 0.0039
C -0.40 -3.57 1.03 0.0012
C 0.76 -4.29 0.70 0.0011
C 1.94 -3.59 0.61 0.0010
C 3.25 -4.17 0.50 0.0000
N 3.46 -5.48 0.38 0.0003
H 6.50 -1.57 0.86 0.0000
H 6.13 0.96 0.46 0.0000
H 4.02 1.89 0.75 0.0001
H -1.32 -1.56 1.37 0.0001
H -1.31 -4.13 1.23 0.0001
H 0.74 -5.39 0.60 0.0000
N 2.73 7.60 -1.47 0.0099
C 2.53 6.46 -1.26 0.0010
C 2.32 5.09 -1.00 0.0150
C 1.57 4.69 0.14 -0.0040
C 1.43 3.40 0.44 0.0117
N 1.70 2.41 -0.47 -0.0065
C 2.38 2.76 -1.64 0.0144
C 2.81 4.07 -1.83 -0.0034
H 1.16 5.52 0.76 -0.0004
H 1.17 3.09 1.43 0.0004
H 2.56 1.95 -2.35 0.0007
H 3.40 4.31 -2.69 -0.0005
```

Properties
2S+1   2
Charge   +2

=====

This record from the OMol25 dataset describes a cluster of 4 separate species, C29H60N5O10 in total in a non-equilibrium geometry. The level of theory is ωB97M-V/def2-TZVPD.

XYZ file:
```
104
Properties=species:S:1:pos:R:3:mulliken_charge:R:1
C 3.72 -2.90 3.46 -1.4231
C 2.70 -1.82 3.20 -0.2720
N 3.17 -0.94 2.08 0.3377
C 2.62 0.34 2.14 -0.3814
C 3.36 1.39 2.67 -0.5219
N 2.86 2.63 2.74 0.1624
C 1.63 2.93 2.31 -1.1799
C 0.86 1.94 1.76 -1.1281
C 1.34 0.64 1.65 1.0144
C 0.45 -0.39 1.02 0.5854
O 0.63 -1.57 1.05 -0.6011
O -0.58 0.21 0.38 -0.3042
C -1.83 -0.49 0.36 -0.5754
O -2.20 -0.90 1.64 -0.3863
C -2.36 0.12 2.55 0.8703
C -1.87 -0.24 3.92 -1.1831
O -2.84 1.18 2.25 -0.5349
H 4.61 -2.52 3.95 0.3724
H 3.97 -3.43 2.54 0.3313
H 3.28 -3.63 4.14 0.4173
H 1.73 -2.24 2.96 0.2666
H 2.59 -1.21 4.10 0.3055
H 4.17 -0.84 2.17 0.3551
H 4.36 1.23 3.05 0.4808
H 3.44 3.35 3.14 0.3392
H 1.26 3.94 2.42 0.7232
H -0.13 2.21 1.43 0.8735
H -1.80 -1.36 -0.29 0.4837
H -2.54 0.22 -0.04 0.3283
H -1.24 -1.12 3.91 0.3125
H -1.34 0.62 4.33 0.3399
H -2.74 -0.44 4.55 0.3814
C -4.93 -2.56 0.11 -0.8447
O -3.79 -3.10 -0.53 -0.1623
C -3.45 -4.42 -0.11 -0.7930
C -3.78 -5.47 -1.15 -0.2730
N -5.22 -5.65 -1.29 -0.2986
C -5.64 -6.44 -2.45 -0.7274
C -5.24 -5.98 -3.85 -0.4521
O -5.88 -4.81 -4.30 -0.4375
C -5.35 -3.59 -3.83 -0.4732
H -4.94 -1.49 -0.09 0.2140
H -5.87 -2.97 -0.28 0.3752
H -4.90 -2.71 1.19 0.3395
H -3.93 -4.66 0.85 0.4017
H -2.37 -4.43 0.05 0.3604
H -3.34 -6.41 -0.84 0.3987
H -3.30 -5.16 -2.09 0.1633
H -5.67 -4.75 -1.34 0.1030
H -6.73 -6.49 -2.42 0.3781
H -5.28 -7.46 -2.31 0.3980
H -5.55 -6.77 -4.54 0.3518
H -4.15 -5.89 -3.96 0.3367
H -4.26 -3.64 -3.72 0.2549
H -5.80 -3.30 -2.87 0.1197
H -5.60 -2.82 -4.56 0.3457
C 8.21 -3.26 -2.81 -0.6874
O 8.02 -1.91 -3.20 -0.3357
C 6.99 -1.70 -4.15 -0.8212
C 5.78 -1.03 -3.53 -0.1124
N 5.08 -1.93 -2.62 -0.2689
C 4.07 -1.30 -1.77 -1.1002
C 4.49 -0.16 -0.84 0.1286
O 5.31 -0.55 0.25 -0.3157
C 6.68 -0.73 -0.06 -0.6815
H 9.17 -3.31 -2.30 0.2343
H 7.44 -3.61 -2.13 0.2796
H 8.24 -3.92 -3.68 0.3382
H 6.71 -2.63 -4.64 0.4129
H 7.39 -1.03 -4.91 0.4034
H 5.09 -0.73 -4.33 0.3475
H 6.13 -0.12 -3.03 0.1512
H 5.75 -2.41 -2.04 0.1297
H 3.64 -2.08 -1.14 0.4344
H 3.27 -0.93 -2.41 0.4132
H 3.57 0.23 -0.40 -0.1892
H 4.96 0.67 -1.38 0.4265
H 7.03 -0.02 -0.81 0.3319
H 6.89 -1.75 -0.40 0.1877
H 7.25 -0.58 0.86 0.3282
C -4.15 8.06 2.29 -0.6913
O -4.59 7.03 1.42 -0.3316
C -4.41 7.29 0.04 -0.8344
C -3.30 6.45 -0.56 -0.1212
N -1.99 6.87 -0.07 -0.2617
C -0.89 5.96 -0.36 -1.2864
C -0.97 4.52 0.13 -0.1788
O -0.85 4.34 1.54 -0.2078
C -2.03 4.62 2.28 -0.7928
H -4.57 7.85 3.27 0.2344
H -3.06 8.10 2.38 0.2764
H -4.51 9.04 1.95 0.3416
H -4.24 8.36 -0.14 0.4056
H -5.34 7.02 -0.46 0.4023
H -3.32 6.56 -1.64 0.3929
H -3.52 5.40 -0.32 0.1197
H -2.04 7.02 0.93 0.1084
H 0.02 6.40 0.07 0.3696
H -0.75 5.94 -1.44 0.4735
H -0.11 3.99 -0.30 0.3845
H -1.86 4.00 -0.23 0.3748
H -2.93 4.32 1.74 0.3605
H -2.10 5.68 2.55 0.1683
H -1.98 4.05 3.20 0.3902
```

Properties
Charge   +1

=====

This record from the OMol25 dataset describes a structure of composition C6H9N in a non-equilibrium geometry. The level of theory is ωB97M-V/def2-TZVPD.

XYZ file:
```
16
Properties=species:S:1:pos:R:3:mulliken_charge:R:1
C -0.11 0.69 0.53 -0.4587
C 0.31 1.86 -0.32 -1.0455
C 1.90 -1.88 -0.16 -1.2600
C -0.46 -0.63 -0.05 0.5708
C 0.73 -1.04 0.05 0.1212
C -2.66 0.01 0.18 -0.1862
N -2.03 -0.99 -0.19 -0.4958
H 0.06 0.80 1.60 0.3452
H -0.16 2.78 0.04 0.3683
H 0.02 1.71 -1.36 0.3138
H 1.39 2.02 -0.29 0.3047
H 2.58 -1.43 -0.89 0.2911
H 2.44 -2.05 0.77 0.2891
H 1.59 -2.86 -0.55 0.3105
H -1.89 0.88 0.55 0.1820
H -3.73 0.14 0.08 0.3495
```

=====

This record from the OMol25 dataset describes the ion C4H9N2 with charge +1 in a non-equilibrium geometry. The level of theory is ωB97M-V/def2-TZVPD.

XYZ file:
```
15
Properties=species:S:1:pos:R:3:lowdin_spin:R:1
C -2.40 -0.10 0.31 0.6458
C -0.17 1.08 -0.03 0.0185
C -0.27 -0.97 -0.26 0.5387
C 0.76 -0.02 -0.59 0.0990
N -1.17 -0.05 0.06 0.4282
N 2.02 -0.19 0.20 0.0513
H -2.96 -1.12 0.11 0.0412
H -2.97 0.72 0.61 0.0565
H -0.05 1.57 0.98 0.0124
H -0.53 1.87 -0.69 0.0061
H -0.51 -1.97 -0.32 0.0438
H 1.07 0.12 -1.75 0.0319
H 2.40 -1.17 -0.05 0.0067
H 2.02 -0.30 1.26 0.0110
H 2.76 0.52 0.15 0.0088
```

Properties
2S+1   3
Charge   +1

=====

This record from the OMol25 dataset describes a structure of composition C10H30FO5S5Tl in a non-equilibrium geometry. The level of theory is ωB97M-V/def2-TZVPD.

XYZ file:
```
52
Properties=species:S:1:pos:R:3:mulliken_charge:R:1
Tl -2.91 -0.05 0.19 1.2357
F -0.20 -0.47 -0.01 -0.5296
C -0.40 -3.63 0.08 -0.3177
S -1.50 -3.68 -1.33 0.3929
O -2.39 -2.51 -1.02 -0.4963
C -0.39 -3.11 -2.60 -0.4964
H -1.05 -3.74 0.95 0.4068
H 0.14 -2.69 0.18 -0.4017
H 0.33 -4.44 -0.02 0.5110
H 0.02 -2.16 -2.24 -0.1697
H -0.91 -2.94 -3.53 0.3925
H 0.43 -3.82 -2.76 0.4148
C 0.47 0.77 4.22 -0.8871
S -0.77 -0.40 3.70 0.2881
O -1.62 0.24 2.64 -0.3789
C 0.29 -1.60 2.93 -0.1093
H 1.26 0.86 3.47 0.2373
H 0.95 0.46 5.15 0.4093
H 0.04 1.74 4.47 0.3655
H -0.36 -2.31 2.43 -0.0603
H 0.94 -2.13 3.62 0.5514
H 0.86 -1.14 2.12 -0.2004
C 3.12 -0.08 -0.26 -0.1460
S 4.13 -1.49 -0.67 0.4907
O 5.24 -1.44 0.30 -0.5353
C 3.06 -2.77 0.04 -0.2572
H 3.66 0.84 -0.49 0.4472
H 2.69 -0.06 0.74 0.0121
H 2.23 0.02 -0.90 -0.1999
H 2.10 -2.74 -0.48 -0.3259
H 2.99 -2.60 1.12 0.2569
H 3.54 -3.73 -0.12 0.4377
C -2.59 2.20 -4.05 -0.9795
S -1.39 2.20 -2.72 0.4384
O -2.21 1.91 -1.48 -0.4585
C -0.59 0.65 -3.11 -0.2056
H -2.18 2.28 -5.06 0.4088
H -3.29 3.02 -3.91 0.3780
H -3.11 1.26 -3.91 0.3128
H -1.30 -0.17 -2.98 0.1684
H 0.22 0.52 -2.39 -0.3822
H -0.14 0.67 -4.10 0.5685
C -1.44 4.93 1.28 -0.9594
S -1.52 3.24 1.89 0.6084
O -2.67 2.55 1.24 -0.4616
C -0.07 2.52 1.08 0.0773
H -1.69 4.87 0.22 0.2831
H -0.43 5.32 1.44 0.3990
H -2.16 5.54 1.81 0.3858
H 0.77 3.20 1.24 0.5644
H -0.27 2.54 0.01 -0.0966
H 0.08 1.55 1.54 -0.3878
```

Properties
Charge   +2

=====

This record from the OMol25 dataset describes a cluster of 3 separate species, C3H8NO3S in total in a non-equilibrium geometry. The level of theory is ωB97M-V/def2-TZVPD.

XYZ file:
```
16
Properties=species:S:1:pos:R:3:lowdin_spin:R:1
C 0.07 -0.59 0.97 0.0066
C -0.95 -1.10 -0.12 0.0336
S -2.58 -0.39 0.01 0.3410
N 1.50 -0.83 0.61 0.0006
C 2.15 0.13 -0.23 0.0015
O 1.39 0.89 -0.92 0.0103
O 3.42 -0.11 -0.18 0.0008
H 0.05 0.50 0.90 0.0008
H -0.52 -0.80 1.87 0.0057
H -0.55 -1.05 -1.12 0.0118
H -1.26 -2.18 0.03 0.0061
H -2.09 0.83 -1.76 0.5144
H 2.11 -1.44 1.15 0.0000
H -0.29 1.91 -0.84 0.0147
H -1.56 1.76 -0.19 0.0139
O -0.88 2.46 -0.17 0.0382
```

Properties
2S+1   2
Charge   -2

=====

Relative energy (zero: lowest compared OMol25 entry of this formula, charge and spin) values, unit eV, following the record order: 6.404 7.506 1.726 0.000 5.342 2.241 0.270 1.588.